[1]
Here is C41H77CrN8O3 as an isolated structure in a non-equilibrium geometry from the OMol25 dataset. Energies are from ωB97M-V with the def2-TZVPD basis set.

Geometry as XYZ:
```
130
Properties=species:S:1:pos:R:3:lowdin_charge:R:1
Cr -13.1755 -18.5758 29.3851 0.96
C -10.9714 -19.5934 32.9635 -0.08
C -11.6108 -20.3797 31.8369 -0.55
C -12.2795 -21.6710 32.4400 -0.05
O -12.4841 -19.5874 31.0369 -0.38
H -10.1417 -19.0201 32.5498 0.07
H -10.6047 -20.1956 33.7948 0.07
H -11.7015 -18.9876 33.5002 0.08
H -10.8216 -20.7337 31.1736 0.10
H -12.8365 -22.1969 31.6646 0.05
H -12.9829 -21.3320 33.2006 0.08
H -11.5747 -22.3937 32.8512 0.05
C -14.7134 -21.6266 26.4792 -0.04
C -14.3761 -21.4260 27.9758 -0.56
C -13.6164 -22.6385 28.5422 -0.04
O -13.7460 -20.2192 28.2364 -0.36
H -15.1532 -20.7495 26.0045 0.05
H -15.2866 -22.5288 26.2661 0.06
H -13.8242 -21.8837 25.9035 0.05
H -15.2928 -21.4376 28.5654 0.09
H -14.1702 -23.5607 28.3663 0.07
H -13.2971 -22.5478 29.5805 0.05
H -12.6747 -22.7882 28.0142 0.05
C -17.9127 -26.7505 25.3019 -0.09
C -16.6594 -26.3844 24.4533 -0.65
C -15.9143 -25.2677 25.2008 -0.11
O -15.8690 -27.4916 24.0080 -0.39
H -18.6358 -25.9400 25.2103 0.04
H -17.6354 -26.8757 26.3486 0.04
H -18.4048 -27.6113 24.8493 0.06
H -17.0772 -26.0261 23.5125 0.09
H -16.5683 -24.4541 25.5146 0.02
H -15.1918 -24.8199 24.5185 0.06
H -15.3221 -25.5382 26.0750 0.04
C -17.5780 -19.4475 27.2252 -0.09
C -18.4574 -18.8751 28.3413 -0.23
C -17.8936 -19.2713 29.6937 -0.17
C -16.4791 -18.8611 29.9252 -0.11
N -15.3687 -18.5034 30.0822 0.14
H -18.1121 -19.3172 26.2840 0.07
H -17.4106 -20.5202 27.3228 0.06
H -16.6211 -18.9291 27.1651 0.08
H -19.4360 -19.3528 28.2950 0.11
H -18.5596 -17.7905 28.3052 0.11
H -17.8841 -20.3579 29.7792 0.10
H -18.5091 -18.8696 30.4986 0.12
C -19.3342 -21.3002 23.8177 -0.10
C -17.9170 -21.9309 23.9825 -0.23
C -16.7423 -21.0939 23.4249 -0.19
C -16.9649 -20.6386 22.0118 -0.21
N -17.2198 -20.2783 20.9209 0.12
H -19.4487 -20.3699 24.3740 0.05
H -20.1176 -21.9966 24.1169 0.06
H -19.6422 -20.9206 22.8435 0.06
H -18.0008 -22.8660 23.4286 0.11
H -17.7422 -22.3002 24.9931 0.06
H -15.8386 -21.7034 23.4286 0.10
H -16.5005 -20.2391 24.0565 0.08
C -9.2830 -21.7073 28.0601 -0.09
C -8.5170 -21.0235 26.9106 -0.26
C -7.0416 -21.0526 27.0667 -0.21
C -6.4855 -20.2720 28.1812 -0.23
N -6.0864 -19.6049 29.0177 0.14
H -8.8458 -22.6883 28.2463 0.07
H -10.3633 -21.6643 27.9216 0.07
H -9.2076 -21.1301 28.9817 0.07
H -8.9745 -20.0400 26.8029 0.12
H -8.6789 -21.6569 26.0384 0.09
H -6.5330 -20.8341 26.1277 0.12
H -6.7523 -22.0573 27.3751 0.12
C -10.7896 -20.1709 22.1413 -0.10
C -11.3491 -20.8010 23.4066 -0.27
C -11.9883 -19.8014 24.3948 -0.17
C -13.2277 -19.2053 23.8855 -0.22
N -14.2006 -18.7749 23.4410 0.16
H -11.5933 -19.7101 21.5670 0.07
H -10.4448 -20.9956 21.5176 0.08
H -10.0498 -19.4305 22.4455 0.08
H -10.5305 -21.3276 23.8973 0.08
H -12.0506 -21.6013 23.1709 0.11
H -11.3463 -18.9536 24.6339 0.12
H -12.2218 -20.3584 25.3022 0.09
C -11.2199 -23.7087 25.0988 -0.10
C -10.9416 -24.8704 26.0572 -0.24
C -12.0399 -25.9808 26.0955 -0.17
C -12.2247 -26.6559 24.8072 -0.24
N -12.3352 -27.2417 23.8314 0.17
H -11.3352 -24.0856 24.0826 0.08
H -10.4158 -22.9729 25.1101 0.04
H -12.1092 -23.1733 25.4315 0.06
H -10.7818 -24.4464 27.0485 0.07
H -10.0183 -25.3638 25.7535 0.11
H -13.0037 -25.5243 26.3209 0.09
H -11.8489 -26.7161 26.8771 0.11
C -16.2229 -26.9444 29.1858 -0.10
C -15.5878 -27.2815 30.5641 -0.23
C -16.2702 -26.6010 31.7382 -0.22
C -17.7076 -26.8009 31.7482 -0.26
N -18.8399 -26.9772 31.7982 0.14
H -15.8037 -27.5680 28.3961 0.08
H -15.9098 -25.9544 28.8544 0.04
H -17.3050 -26.9380 29.0552 0.06
H -14.5490 -26.9530 30.5312 0.09
H -15.6160 -28.3664 30.6653 0.11
H -16.1121 -25.5367 31.9125 0.11
H -15.8974 -27.0619 32.6529 0.11
C -17.5226 -23.3774 28.8719 -0.10
C -18.8772 -23.8611 28.4393 -0.23
C -19.3373 -23.3674 27.0368 -0.18
C -20.6951 -23.8549 26.7288 -0.23
N -21.7694 -24.2069 26.4580 0.13
H -17.5408 -22.2879 28.8415 0.04
H -16.6688 -23.7628 28.3147 0.06
H -17.2258 -23.6295 29.8899 0.08
H -19.6825 -23.6303 29.1367 0.11
H -18.8693 -24.9474 28.3487 0.10
H -18.6830 -23.8096 26.2855 0.08
H -19.3417 -22.2805 26.9548 0.10
C -10.7437 -24.8530 30.1053 -0.10
C -10.1178 -24.8574 31.4531 -0.25
C -10.7222 -25.9748 32.3560 -0.17
C -12.1763 -25.7976 32.5711 -0.21
N -13.3040 -25.6314 32.7743 0.17
H -10.2516 -24.1970 29.3873 0.05
H -11.7758 -24.5044 30.0718 0.07
H -10.6397 -25.8786 29.7510 0.09
H -10.1767 -23.9371 32.0342 0.09
H -9.0518 -25.0688 31.3701 0.11
H -10.2624 -25.9683 33.3442 0.12
H -10.6569 -26.9437 31.8608 0.11
```

Its LUMO energy (spin up / spin down) is 0.012 / 0.009 Eh. As for the net charge: -1. The value obtained for the frontier orbital gap (spin up / spin down) is 0.107 / 0.104 hartree. As for the HOMO energy (spin up / spin down): -0.09502 / -0.09502 Ha. As for the spin multiplicity: 5.

***

[2]
Here is a 8-piece molecular cluster, C41H77FN3O20S8 overall in a non-equilibrium geometry from the OMol25 dataset. Energies are from ωB97M-V with the def2-TZVPD basis set.

Geometry as XYZ:
```
150
Properties=species:S:1:pos:R:3:lowdin_charge:R:1
C 0.4046 1.2974 0.3851 -0.11
O -0.0389 1.5205 -0.9569 -0.23
C 0.5683 0.5845 -1.8863 -0.19
C -0.1925 -0.7984 -1.9503 -0.12
C -0.9967 -0.8521 -3.3433 -0.09
C -2.2737 0.0300 -3.0846 -0.04
C -2.3490 1.4296 -3.5087 0.13
C -3.5798 2.1672 -3.1677 -0.14
O -3.7044 3.5016 -3.5391 -0.06
N -2.4338 4.0872 -3.8178 0.04
O -1.9991 4.4991 -2.8225 0.16
C -4.6415 1.4726 -2.4371 -0.11
C -5.9029 2.3410 -2.0695 -0.12
S -5.3674 3.4113 -0.6457 0.72
O -6.4845 3.7157 0.2453 -0.35
O -4.7180 4.6449 -1.0867 -0.36
N -4.5482 0.1333 -2.0817 0.08
C -5.6286 -0.5665 -1.3284 -0.06
C -6.9009 -0.9118 -2.2145 -0.30
O -6.9133 -0.2872 -3.5014 -0.03
C -8.2240 -0.5561 -1.3820 -0.21
N -8.6044 -1.8056 -0.6613 0.01
C -3.4185 -0.5819 -2.3840 -0.11
F -3.2829 -1.8845 -2.0587 0.12
H -0.4840 1.3135 1.0861 0.09
H 1.1391 2.0816 0.7421 0.09
H 0.8965 0.3022 0.5415 0.06
H 1.6169 0.3954 -1.5203 0.12
H 0.6219 1.1290 -2.8651 0.12
H 0.4520 -1.7045 -1.7904 0.08
H -1.0045 -0.7753 -1.1625 0.12
H -0.4135 -0.3987 -4.1816 0.12
H -1.3026 -1.9078 -3.5868 0.11
H -1.4697 1.8397 -4.0493 0.14
H -6.7506 1.7054 -1.6997 0.08
H -6.2693 2.9392 -2.9411 0.14
H -4.4160 2.7141 0.1026 0.10
H -5.2572 -1.5504 -0.8818 0.11
H -5.9487 0.0460 -0.4366 0.11
H -6.9708 -2.0270 -2.3758 0.15
H -7.6656 0.3290 -3.5650 0.10
H -8.0418 0.3070 -0.6660 0.11
H -9.0580 -0.2271 -2.0584 0.13
H -7.8647 -1.9387 0.0385 0.06
H -9.5158 -1.7069 -0.2127 0.08
C -4.2022 0.4897 3.3418 -0.21
C -3.3224 -0.7154 3.6844 -0.20
C -4.1687 -1.9760 3.4766 -0.21
S -5.3794 -1.5685 2.2211 0.68
O -6.6905 -1.6005 2.8161 -0.30
O -5.0695 -2.2861 0.9997 -0.35
C -4.8870 0.1412 2.0256 -0.25
H -3.6180 1.4069 3.2587 0.12
H -4.9508 0.6355 4.1252 0.13
H -2.4580 -0.7375 3.0147 0.12
H -2.9432 -0.6604 4.7049 0.13
H -3.5644 -2.8148 3.1342 0.11
H -4.7062 -2.2510 4.3842 0.11
H -5.7622 0.7588 1.8193 0.10
H -4.1833 0.1923 1.1905 0.09
C 4.3212 -4.1965 0.5940 -0.20
C 5.1117 -2.9120 0.3358 -0.24
C 4.1314 -1.8752 -0.2233 -0.20
S 2.5225 -2.3008 0.4378 0.69
O 1.6642 -2.7057 -0.6572 -0.34
O 2.1174 -1.2976 1.3976 -0.34
C 3.0492 -3.7632 1.3146 -0.22
H 4.8930 -4.9113 1.1871 0.12
H 4.0687 -4.6724 -0.3580 0.13
H 5.5333 -2.5498 1.2747 0.11
H 5.9400 -3.0807 -0.3506 0.06
H 4.3925 -0.8643 0.0875 0.11
H 4.0728 -1.9258 -1.3112 0.11
H 2.2617 -4.5150 1.2884 0.11
H 3.2596 -3.4748 2.3458 0.11
C 1.7989 3.8460 3.4008 -0.22
C 0.9456 4.9555 4.0232 -0.21
C -0.0098 4.2940 5.0207 -0.22
S 0.8134 2.8088 5.5945 0.66
O 0.0599 1.6622 5.1430 -0.34
O 1.1969 2.9787 6.9726 -0.32
C 2.2630 2.9772 4.5635 -0.23
H 2.6429 4.2511 2.8409 0.12
H 1.1891 3.2539 2.7125 0.09
H 1.5945 5.6623 4.5473 0.12
H 0.3961 5.5162 3.2657 0.12
H -0.2175 4.9418 5.8710 0.11
H -0.9438 3.9974 4.5431 0.10
H 2.6134 1.9941 4.2528 0.11
H 3.0319 3.4821 5.1503 0.11
C 10.0063 -5.9686 0.1252 -0.21
C 10.7979 -4.6834 -0.1328 -0.21
C 9.8210 -3.6456 -0.6907 -0.21
S 8.2114 -4.0686 -0.0310 0.68
O 7.3545 -4.4708 -1.1243 -0.32
O 7.8145 -3.0659 0.9306 -0.34
C 8.7359 -5.5321 0.8460 -0.22
H 10.5769 -6.6839 0.7181 0.12
H 9.7525 -6.4447 -0.8266 0.12
H 11.2194 -4.3219 0.8071 0.08
H 11.6278 -4.8519 -0.8208 0.12
H 10.0842 -2.6358 -0.3781 0.09
H 9.7627 -3.6949 -1.7786 0.11
H 7.9471 -6.2829 0.8201 0.11
H 8.9479 -5.2438 1.8769 0.11
C 10.5588 0.4982 3.7740 -0.22
C 10.7689 0.6970 2.2700 -0.21
C 11.8986 -0.2417 1.8363 -0.22
S 11.8622 -1.6272 2.9729 0.68
O 13.0760 -1.6187 3.7477 -0.30
O 11.4063 -2.8073 2.2731 -0.34
C 10.5327 -1.0100 3.9927 -0.23
H 9.6377 0.9686 4.1199 0.12
H 11.3927 0.9418 4.3252 0.12
H 9.8496 0.4378 1.7369 0.12
H 11.0054 1.7343 2.0289 0.12
H 11.7529 -0.6055 0.8200 0.10
H 12.8734 0.2382 1.9224 0.11
H 10.6977 -1.2975 5.0298 0.11
H 9.6014 -1.4451 3.6250 0.11
C -5.2560 7.5862 -1.2543 -0.23
C -6.5906 7.5496 -2.0036 -0.22
C -7.1881 8.9590 -1.9481 -0.22
S -5.8003 10.0867 -1.8181 0.66
O -5.8575 10.7401 -0.5344 -0.32
O -5.6697 10.8257 -3.0493 -0.32
C -4.5325 8.8299 -1.7584 -0.23
H -4.6707 6.6847 -1.4275 0.07
H -5.4388 7.6694 -0.1789 0.13
H -6.4152 7.2648 -3.0456 0.12
H -7.2744 6.8152 -1.5742 0.11
H -7.7576 9.1918 -2.8466 0.10
H -7.8146 9.0935 -1.0663 0.11
H -3.7229 9.1511 -1.1051 0.11
H -4.1608 8.6841 -2.7742 0.11
C -4.4119 -6.7483 -3.9188 -0.22
C -4.8832 -5.7895 -2.8213 -0.21
C -3.8843 -4.6305 -2.7671 -0.23
S -3.1951 -4.4819 -4.4130 0.66
O -1.7909 -4.8070 -4.3544 -0.32
O -3.6764 -3.2621 -5.0226 -0.33
C -4.0708 -5.8694 -5.1179 -0.23
H -5.1755 -7.4858 -4.1675 0.12
H -3.5203 -7.2849 -3.5825 0.12
H -5.8769 -5.4082 -3.0734 0.12
H -4.9605 -6.2881 -1.8542 0.12
H -4.3675 -3.6969 -2.4958 0.07
H -3.0664 -4.8407 -2.0771 0.11
H -3.4422 -6.3693 -5.8529 0.11
H -4.9744 -5.4857 -5.5944 0.11
```

Its LUMO energy is -0.148 Eh. As for the net charge: +1. The value obtained for the frontier orbital gap is 0.274 hartree. As for the HOMO energy: -0.42202 Ha.

***

no.,DFT total energy (eV)
1,-90245.852
2,-178569.698